Record 1
19
Properties=species:S:1:pos:R:3 method="wB97M-V/def2-TZVPD" e_lumo_ev=-3.480 charge=+1 gap_ha=0.3129 homo_ev=-12.00
C 0.15 -1.46 -0.12
S -0.38 1.42 0.10
H 0.22 -3.34 0.82
H -1.30 -2.91 0.61
H 1.03 -1.84 -0.65
H -2.86 -3.82 2.09
O -1.98 -4.06 2.41
H -0.69 -1.23 -0.75
S 0.46 1.85 -1.67
H 2.67 2.63 -2.42
H -2.14 -4.35 3.32
H -0.46 -2.02 1.72
H 1.50 0.01 0.82
H -0.11 -0.22 1.59
C 2.02 2.72 -1.52
C 0.43 -0.11 0.62
H 1.87 3.79 -1.74
N -0.39 -2.52 0.83
H 2.65 2.57 -0.64



Record 2
128
Properties=species:S:1:pos:R:3 method="wB97M-V/def2-TZVPD" e_lumo_ev=0.288 smiles=COCCOC.COCCOC.COCCOC.COCCOC.COCCOC.COCCOC.ClCCCl.ClCCCl.ClCCCl.ClCCCl gap_ha=0.3604 homo_ev=-9.52
C -9.92 -5.17 4.47
H -0.41 -11.49 10.83
H 7.45 3.07 1.28
C 0.72 7.15 1.78
C -0.59 -11.87 9.83
C -7.05 1.62 -8.56
O 0.83 0.09 6.33
H 7.41 2.98 -0.45
H 8.75 4.61 -1.71
H 12.05 7.66 -1.26
Cl -9.50 -5.54 6.16
C -0.54 1.02 8.27
H 7.05 -6.21 -0.92
O 0.62 10.37 -0.71
C -0.07 -9.36 8.18
H -1.51 0.77 8.71
C -0.51 -8.71 -4.48
H -8.23 -1.60 -4.35
C 9.45 6.53 -0.78
H -1.92 -7.14 -5.16
H 7.41 5.59 -1.37
H -1.99 -2.78 -1.15
C -1.57 -2.29 -0.27
H 0.19 2.91 -7.32
H -5.96 1.49 -5.97
C 6.47 -4.86 0.78
C -0.89 4.27 -9.45
O 0.88 2.53 -9.26
H 2.80 10.28 -0.61
O 0.87 7.88 0.61
H -6.58 2.56 -8.28
H -1.05 2.18 -9.91
C -8.19 -2.06 -5.33
Cl -3.02 -1.81 0.58
C 11.81 7.10 -0.36
C 1.97 -0.14 7.09
C -1.73 -8.79 6.57
O -0.84 -9.78 7.12
C 0.58 11.17 -1.90
H 1.88 -10.50 8.02
H 2.26 0.76 7.64
H 0.68 3.23 9.51
H -5.24 -0.69 -5.66
H 0.18 0.53 8.92
C 1.00 -10.47 8.66
H -1.12 -3.11 0.30
H 8.90 7.00 0.03
H -11.99 -5.10 4.94
O 10.77 6.10 -0.43
H 1.39 11.87 -1.72
H 7.18 -5.09 1.58
H -0.08 6.42 1.63
H 0.10 3.06 -11.02
C -0.60 -1.18 -0.45
H -8.12 1.51 -8.36
C 0.74 2.16 -7.89
C -1.09 -7.73 -5.56
H -0.34 -0.86 0.56
H 1.90 -0.92 7.84
O -0.27 2.40 7.86
H -1.14 3.36 9.48
C -0.43 0.12 7.02
H -6.83 1.47 -9.62
H -1.25 4.27 -8.42
H 0.57 7.20 -8.67
H 0.28 1.18 -7.83
H -0.81 -9.13 8.94
H -0.24 5.99 -7.70
H 6.27 4.04 0.33
H 1.72 2.10 -7.44
H 0.66 10.64 -2.85
H 1.40 -10.21 9.64
C -0.22 3.38 8.91
Cl -1.12 0.17 -1.36
O 8.14 4.78 0.34
H 6.32 -3.78 0.81
H -0.33 11.75 -2.05
Cl 5.82 -4.52 -1.85
H -11.82 -4.46 3.35
H -9.09 -4.62 4.04
H 0.36 -1.46 -0.88
H 1.71 9.57 1.55
H -0.13 4.28 8.30
O -7.03 -1.79 -6.12
H -9.91 -6.16 4.02
H 7.89 -4.61 -0.87
H -8.15 -3.15 -5.22
C 7.29 3.67 0.38
H 0.49 7.85 2.58
H 9.39 7.17 -1.66
H -1.21 -8.13 5.87
C -0.32 2.98 -10.02
H 2.63 -0.30 6.24
H 0.50 -8.47 7.93
H -1.15 6.83 -8.96
H 0.03 -9.50 -5.00
H 11.34 7.75 0.37
Cl -11.32 -2.73 4.86
H 0.25 -8.36 -3.78
Cl -1.85 -9.46 -3.53
C 1.87 9.72 -0.57
H 1.69 6.74 2.09
H -1.11 -12.82 9.92
Cl 0.16 -6.68 -6.11
O 0.43 -11.79 8.89
H 2.81 8.43 0.93
H -2.25 -8.25 7.37
Cl 4.95 -5.60 1.04
C 1.86 8.91 0.70
O -6.37 0.63 -7.79
C -0.18 6.41 -8.71
H -9.07 -1.65 -5.84
H -1.22 0.30 6.29
C 8.40 5.35 -0.99
C -6.56 0.68 -6.38
H -6.47 -0.43 -4.58
H -0.67 -0.87 7.39
C -6.32 -0.58 -5.65
H -1.39 -11.35 9.30
H -2.41 -9.36 5.94
H 12.76 6.74 0.04
O 0.06 5.30 -9.48
H 2.04 9.01 -1.37
H -1.42 -8.24 -6.46
C 6.96 -5.15 -0.68
H -7.57 1.02 -6.16
C -11.33 -4.48 4.32
H -1.72 4.65 -10.05



Record 3
54
Properties=species:S:1:pos:R:3 method="wB97M-V/def2-TZVPD" e_lumo_ev=0.638 smiles="CN(Cc1ccccc1)C(=O)CCC1CCN(C(=O)CCC(F)(F)F)CC1" gap_ha=0.3577 homo_ev=-9.09
H -1.86 -1.87 9.11
H -3.76 -3.08 8.11
C -0.32 -0.90 -0.91
H -3.16 -0.97 4.44
H 1.64 1.57 -7.09
C 1.90 1.29 -6.07
C -0.70 -0.03 0.29
H -0.29 0.98 0.15
F 2.81 3.44 -5.60
C -2.88 -1.18 5.47
C -1.04 0.49 5.17
H -0.61 -0.22 7.77
H 0.85 -0.48 1.73
C 0.94 0.25 -5.49
C -1.80 -0.49 6.02
H 1.17 -2.84 -2.24
C -0.91 0.14 2.78
C 0.60 -1.12 4.27
H 0.41 -2.07 3.77
H 2.92 0.89 -6.04
H -1.71 1.26 4.78
H -2.04 -0.33 -2.10
N 0.90 -1.22 -3.51
C 1.53 -1.81 -2.35
H -0.88 -2.23 -3.24
H 2.61 -1.82 -2.53
H -0.48 -1.65 1.69
C 1.66 -0.55 -4.40
H 1.61 0.01 -1.21
C -3.58 -2.10 6.22
C -0.23 -0.58 1.63
H 0.64 -1.31 5.34
N -0.45 -0.16 4.01
O 2.88 -0.61 -4.38
H -1.79 0.08 0.32
H -0.72 -1.91 -0.74
C -2.15 -1.68 8.09
F 2.05 2.33 -3.92
H -4.42 -2.63 5.78
H -0.25 0.97 5.76
H 1.66 -1.47 -0.24
H 0.64 -0.44 -6.27
F 0.69 3.20 -5.33
C -1.44 -0.75 7.33
H 0.06 0.75 -5.10
C -0.95 -0.34 -2.19
O -1.82 0.93 2.61
H 1.58 -0.74 3.95
H -0.61 0.68 -2.34
C -0.54 -1.19 -3.40
H -1.00 -0.83 -4.31
C -3.21 -2.36 7.53
C 1.87 2.55 -5.23
C 1.19 -1.00 -1.10